Arrangement w

Below is one molecule with the formula CH5N3, with properties calculated with ωB97M-V/def2-TZVPD.

Frontier orbital gap   10.9278 eV
LUMO level   1.133 eV
Highest occupied orbital energy   -9.795 eV

Cartesian coordinates (Å):
H 2.00662 0.98242 0.33575
N 1.80868 -0.05188 0.14142
C 0.60544 -0.39095 -0.13878
N -0.46302 0.48693 -0.34247
N -1.63455 -0.04965 0.23201
H 0.32751 -1.47870 -0.41840
H -0.34555 1.33286 0.32526
H -1.47336 -0.71454 0.96214
H -2.12563 -0.47418 -0.58879

Arrangement x

Below is one molecule with the formula CH5N3, with properties calculated with ωB97M-V/def2-TZVPD.

Frontier orbital gap   10.0651 eV
LUMO level   0.923 eV
Highest occupied orbital energy   -9.142 eV

Cartesian coordinates (Å):
H -0.77442 -1.36105 0.04816
N -1.58336 -0.54059 -0.14954
C -0.85212 0.53417 0.05644
N 0.46159 0.67436 -0.20848
N 1.16310 -0.48095 0.03180
H -1.55007 1.46490 0.34321
H 1.01188 1.49146 -0.06155
H 1.03635 -0.93540 0.93317
H 1.08704 -0.84689 -0.99321

Stability summary: most stable arrangement w, least stable arrangement x.